{
  "formula": "C30H63N2O6P",
  "method": "ωB97M-V/def2-TZVPD",
  "e_homo_ha": -0.2915,
  "smiles": "C=CP(CCC)(CCCC(=O)OCC)(CCOC(C)=O)CCC(=O)O.CCN(CC)CC.CCN(CC)CC",
  "max_force_ev_per_a": 0.61,
  "homo_lumo_gap_ev": 8.4,
  "multiplicity": 1,
  "species": ["C", "C", "O", "C", "H", "H", "C", "C", "C", "H", "H", "H", "C", "H", "H", "C", "H", "C", "C", "H", "H", "O", "H", "O", "C", "C", "H", "C", "H", "H", "H", "C", "H", "H", "H", "C", "H", "H", "C", "H", "H", "H", "H", "H", "H", "H", "H", "H", "H", "C", "C", "H", "H", "H", "C", "H", "P", "C", "H", "C", "C", "H", "N", "H", "O", "C", "H", "H", "C", "H", "C", "N", "H", "C", "H", "H", "C", "H", "H", "H", "C", "H", "H", "H", "H", "H", "H", "H", "H", "C", "H", "H", "H", "O", "H", "O", "H", "H", "H", "H", "C", "H"],
  "xyz": [[-7.419670, 0.627229, -1.930291], [1.905664, 0.605063, 0.237350], [2.672865, 2.032776, -1.566009], [-3.588845, 0.446737, 2.621396], [1.773370, 0.143250, 3.391281], [1.953990, -0.238459, -0.455326], [8.145201, 1.713079, -4.964747], [7.989880, -0.566669, -2.900464], [-0.840332, -1.120398, 2.811225], [0.264226, 1.841354, -0.394383], [-7.700670, -1.400254, -4.249249], [2.295223, 0.265590, 1.197461], [-5.488165, 1.103707, 3.827517], [-1.714852, -1.336847, 2.196306], [8.977722, -0.081102, -2.857455], [0.218050, 1.792539, 1.751687], [-1.845774, 2.502479, 4.342072], [1.494071, 1.829268, 6.187285], [-0.024206, -3.403885, 2.157728], [7.431405, 0.068817, -0.918377], [-5.368506, 0.018730, -1.631950], [-4.380906, 1.518884, 3.176875], [4.020839, 0.470374, -1.858562], [1.977482, 0.657948, 6.686083], [0.967593, 0.509061, 4.030024], [-6.303314, -1.999411, -0.305253], [-7.267079, -1.954169, 1.629749], [2.477624, 0.375696, -3.358911], [-8.402241, -1.778266, 0.297685], [0.768516, 2.677358, 4.410285], [-7.241882, 1.533018, -2.513123], [-6.260735, -0.355563, -2.141283], [1.539567, 0.170652, -2.841490], [-7.527508, 0.926332, -0.888781], [-8.342777, -3.036138, -4.242257], [2.795007, 1.729836, -0.231624], [-5.348120, -1.572949, 0.017145], [2.250430, 0.925382, -4.271452], [7.074285, 0.621384, -4.850562], [7.669633, 2.671296, -5.182204], [4.094362, 1.785876, -3.012923], [-1.047849, -1.511685, 3.812563], [-6.005803, -0.357278, -3.203735], [-8.552184, -2.028867, -1.988581], [2.927816, -0.580120, -3.630365], [6.064431, -0.314424, -1.970279], [7.607596, -1.676050, -6.035901], [8.703565, 1.830305, -4.034820], [-6.592641, -2.779247, -4.216406], [-7.580472, -2.423089, -2.327059], [1.400970, 1.831347, 4.685748], [2.415014, 2.081092, 4.353738], [-0.390380, 2.682820, 1.591683], [-0.231902, 0.275499, 0.216230], [3.407730, 1.159830, -2.443023], [-6.845784, 2.275564, 2.624345], [-0.654278, 0.724807, 2.997228], [-7.404851, -1.505692, 0.643857], [10.213834, -1.003681, -4.554190], [7.052774, 0.145129, -1.938148], [-2.325780, 1.012262, 1.985521], [-4.220270, -0.044084, 1.871845], [7.453100, -0.647036, -4.248697], [-0.261656, -3.791038, 3.150876], [3.504703, 2.367286, 0.492610], [8.175038, -1.570388, -5.107124], [0.801129, -0.258589, 4.788573], [1.182998, 2.123475, 2.136671], [0.455117, 1.103600, 0.387943], [6.235973, 1.027740, -4.278046], [-7.547627, -2.402539, -3.847584], [-6.450998, -1.735760, -1.725150], [6.950726, 1.206150, -2.168496], [-6.664982, 2.027034, 3.668681], [10.102682, -2.125708, -5.904905], [9.724521, -0.428132, -6.151547], [-1.513830, 1.472233, 4.426156], [-2.486499, 2.080309, 1.811297], [8.857102, 1.514133, -5.764237], [-8.370567, 0.207377, -2.261851], [-1.826213, 0.777914, 5.505473], [-3.382681, -0.298553, 3.390560], [-2.483259, 1.170782, 6.271705], [1.221460, -1.817973, 2.862843], [8.139742, -1.592935, -2.554134], [-0.905036, -3.549415, 1.528268], [8.139328, -2.551322, -4.623032], [-2.223269, 0.552591, 0.997496], [-6.196150, -3.082110, -0.188153], [0.335969, -1.918331, 2.237241], [-7.538840, -3.461948, -1.988453], [0.575799, -1.580978, 1.226886], [-1.452983, -0.227691, 5.668382], [1.217197, 2.751444, 6.898739], [6.667178, 0.403865, -5.841326], [-5.533729, 0.090199, 4.468139], [2.444503, 0.868288, 7.504589], [-6.517806, 2.939035, 4.248366], [-7.533375, 1.507380, 4.066740], [-7.361572, -0.424652, 0.775025], [9.635998, -1.252533, -5.445121], [0.797852, -3.987243, 1.741867]],
  "forces_ev_per_a": [[0.0, 0.0, 0.0], [0.1, -0.1, 0.2], [0.1, 0.1, 0.1], [0.1, -0.3, -0.1], [0.0, 0.0, 0.0], [0.0, 0.1, -0.1], [0.0, 0.0, 0.0], [0.0, 0.1, 0.0], [0.2, -0.1, -0.2], [-0.1, -0.2, -0.1], [0.0, 0.0, 0.0], [-0.1, 0.0, 0.0], [0.0, 0.2, 0.1], [0.0, 0.0, 0.1], [0.0, 0.0, 0.0], [0.1, 0.0, -0.2], [-0.2, -0.1, -0.2], [-0.2, -0.2, -0.1], [-0.1, 0.2, 0.0], [0.0, 0.0, 0.0], [0.0, 0.0, 0.0], [-0.3, 0.0, -0.3], [-0.1, 0.1, 0.1], [0.5, 0.0, -0.4], [-0.1, 0.0, 0.0], [0.0, 0.0, 0.1], [0.0, 0.0, 0.0], [0.0, 0.1, 0.1], [0.0, 0.0, 0.0], [0.0, 0.0, 0.1], [0.0, 0.0, 0.0], [0.0, 0.1, -0.1], [0.0, 0.0, 0.0], [0.0, 0.0, 0.0], [0.0, 0.0, 0.0], [0.1, 0.0, 0.0], [0.0, 0.0, 0.0], [-0.1, 0.0, 0.0], [-0.1, 0.1, 0.0], [0.0, 0.0, 0.0], [0.0, 0.0, 0.0], [0.0, 0.1, 0.0], [0.0, 0.0, 0.0], [0.0, 0.0, 0.0], [0.0, 0.1, -0.1], [0.0, 0.0, 0.0], [0.0, 0.0, 0.0], [0.0, 0.0, 0.0], [0.0, 0.0, 0.0], [0.0, 0.0, 0.0], [0.1, -0.2, -0.1], [0.0, 0.1, 0.0], [0.0, 0.0, 0.1], [0.0, 0.0, 0.0], [-0.1, -0.3, -0.1], [0.2, 0.1, 0.0], [0.0, 0.0, 0.1], [0.1, 0.0, 0.1], [0.0, 0.0, 0.0], [0.0, 0.0, 0.0], [-0.2, 0.0, 0.0], [0.0, 0.0, 0.0], [0.0, 0.0, 0.0], [0.0, -0.1, 0.0], [-0.2, 0.0, -0.1], [0.0, -0.1, 0.0], [0.1, 0.0, 0.0], [0.0, 0.0, 0.0], [0.1, 0.2, 0.0], [0.0, 0.0, 0.0], [0.0, 0.0, 0.0], [0.0, 0.0, 0.0], [0.0, 0.0, 0.0], [-0.1, -0.1, 0.2], [0.0, 0.0, 0.0], [0.0, 0.0, 0.0], [0.2, 0.3, 0.0], [0.0, 0.0, 0.0], [0.0, 0.0, 0.0], [0.0, 0.0, 0.0], [-0.1, -0.2, 0.2], [0.0, 0.1, 0.1], [0.1, 0.1, 0.1], [0.0, 0.1, -0.1], [0.0, 0.0, 0.0], [0.0, -0.1, 0.0], [0.0, 0.0, 0.0], [0.1, 0.1, 0.0], [-0.1, 0.0, 0.0], [-0.1, -0.3, 0.0], [0.0, 0.0, 0.0], [0.1, 0.1, 0.1], [-0.1, -0.1, 0.0], [0.1, 0.3, 0.2], [0.0, 0.0, 0.0], [0.0, -0.4, 0.0], [-0.4, 0.0, 0.3], [0.1, 0.1, -0.1], [0.0, 0.1, 0.0], [-0.1, 0.0, 0.0], [0.0, 0.0, 0.0], [0.0, 0.0, 0.0]],
  "lowdin_charge": [-0.081, -0.106, -0.039, -0.230, 0.062, 0.117, -0.078, -0.272, -0.260, 0.118, 0.064, 0.110, -0.547, 0.081, 0.103, -0.239, 0.100, -0.534, -0.108, 0.077, 0.111, -0.028, 0.101, 0.083, -0.285, -0.250, 0.072, -0.056, 0.067, 0.107, 0.072, -0.246, 0.072, 0.051, 0.072, -0.486, 0.099, 0.076, -0.246, 0.072, 0.116, 0.092, 0.100, 0.102, 0.078, 0.062, 0.111, 0.067, 0.079, -0.276, -0.156, 0.132, 0.090, 0.089, -0.225, 0.083, 0.840, -0.080, 0.066, -0.087, -0.258, 0.116, -0.201, 0.076, 0.152, -0.252, 0.076, 0.076, -0.198, 0.086, -0.092, -0.202, 0.069, 0.021, 0.070, 0.055, -0.255, 0.084, 0.055, 0.066, -0.012, 0.100, 0.073, 0.095, 0.118, 0.074, 0.109, 0.071, 0.110, -0.290, 0.117, 0.086, 0.063, 0.108, 0.114, 0.108, 0.121, 0.090, 0.086, 0.048, -0.085, 0.071]
}